(1)
Density functional theory data (ωB97M-V/def2-TZVPD) for C18H34N2O6 in the gas phase.

SMILES: CC(C)(C)OC(=O)NCCCC(CCCNC(=O)OC(C)(C)C)C(=O)O
Relative energy (zero: lowest compared OMol25 entry of this formula, charge and spin): 0.0 kJ/mol
LUMO: 0.63 eV

Atoms and positions in Å:
C -4.3683 1.7513 0.5463
C -4.4620 0.2632 0.2117
C -4.1456 -0.5964 1.4359
C -5.8487 -0.0771 -0.3354
O -3.5668 -0.0637 -0.8800
C -2.2405 0.1079 -0.7526
O -1.6671 0.5045 0.2389
N -1.6323 -0.2185 -1.9116
C -0.2007 -0.2928 -2.0921
C 0.2834 -1.7456 -2.1549
C 0.1950 -2.4583 -0.8033
C 1.3918 -2.1316 0.0922
C 1.1828 -2.5733 1.5534
C 0.1968 -1.7127 2.3462
C 0.7558 -0.3530 2.7785
N 0.8416 0.5779 1.6825
C 2.0150 1.0662 1.2356
O 3.0800 0.9245 1.7904
O 1.8040 1.7322 0.0734
C 2.9020 2.3755 -0.6075
C 3.9324 1.3331 -1.0440
C 3.5418 3.4374 0.2869
C 2.2536 3.0309 -1.8288
C 2.6105 -2.8761 -0.4115
O 2.6270 -4.0167 -0.7932
O 3.7111 -2.1203 -0.3627
H -5.1006 2.0010 1.3086
H -4.5657 2.3469 -0.3424
H -3.3761 1.9926 0.9174
H -4.8993 -0.4324 2.2007
H -4.1446 -1.6499 1.1631
H -3.1719 -0.3343 1.8403
H -5.9002 -1.1318 -0.5924
H -6.0490 0.5064 -1.2300
H -6.6063 0.1443 0.4100
H -2.2203 -0.5930 -2.6399
H 0.0541 0.2205 -3.0251
H 0.2611 0.2437 -1.2613
H -0.3251 -2.2795 -2.8890
H 1.3148 -1.7624 -2.5106
H -0.7331 -2.1731 -0.3081
H 0.1787 -3.5389 -0.9596
H 1.6211 -1.0679 0.0676
H 0.8362 -3.6097 1.5452
H 2.1473 -2.5485 2.0662
H -0.7123 -1.5423 1.7686
H -0.0796 -2.2617 3.2485
H 0.1031 0.0687 3.5520
H 1.7628 -0.4587 3.1894
H 0.0042 0.7255 1.1299
H 4.3571 0.8435 -0.1723
H 3.4601 0.5788 -1.6702
H 4.7276 1.8143 -1.6065
H 4.3089 3.9715 -0.2672
H 2.7868 4.1460 0.6210
H 3.9926 2.9684 1.1567
H 1.7990 2.2742 -2.4627
H 3.0020 3.5715 -2.4006
H 1.4793 3.7233 -1.5096
H 4.4946 -2.6258 -0.6318

Atomic forces in eV per Å
C 0.176 -0.230 -0.150
C -0.356 0.152 0.537
C 0.130 0.119 -0.255
C 0.462 0.037 -0.014
O -0.024 -0.037 -0.098
C -0.096 -0.122 -0.511
O 0.101 0.135 0.429
N -0.187 -0.125 -0.267
C 0.218 -0.148 -0.043
C -0.166 0.110 0.224
C 0.214 0.063 -0.134
C -0.024 -0.252 0.001
C -0.120 0.174 -0.018
C 0.301 0.085 0.039
C -0.084 -0.146 0.183
N -0.295 0.093 -0.130
C -0.350 0.092 0.074
O 0.400 -0.054 0.026
O -0.149 -0.020 -0.029
C 0.559 0.250 -0.276
C -0.228 0.072 0.229
C -0.168 -0.268 0.035
C 0.024 -0.241 0.420
C -0.141 -0.137 -0.169
O -0.060 -0.170 -0.028
O 0.511 0.580 0.134
H -0.115 0.026 0.068
H -0.062 0.077 -0.071
H -0.008 0.053 0.046
H -0.122 0.002 0.074
H -0.032 -0.114 -0.003
H -0.004 -0.024 0.064
H -0.037 -0.122 -0.012
H -0.056 0.075 -0.088
H -0.075 0.028 0.093
H -0.027 0.060 0.106
H 0.044 0.037 0.144
H 0.037 0.035 -0.126
H 0.066 0.000 -0.091
H 0.063 -0.024 -0.120
H -0.068 -0.039 0.073
H -0.057 0.023 0.090
H -0.010 -0.039 -0.064
H 0.072 -0.032 -0.020
H 0.030 -0.084 0.060
H -0.153 -0.053 0.032
H -0.083 0.004 0.012
H 0.127 -0.056 0.011
H -0.135 0.009 0.060
H 0.138 0.042 -0.073
H 0.061 -0.030 -0.020
H -0.037 -0.081 -0.103
H 0.080 0.073 -0.114
H 0.061 0.082 -0.094
H -0.060 0.113 0.011
H 0.053 0.050 0.016
H -0.047 -0.087 -0.110
H 0.090 0.050 -0.066
H -0.082 0.113 0.012
H -0.297 -0.182 -0.004

These are the natural (NBO) partial charges, in e, on atoms 1 to 5:
1 C -0.6442
2 C 0.2729
3 C -0.6439
4 C -0.6137
5 O -0.5350

(2)
Density functional theory data (ωB97M-V/def2-TZVPD) for a molecular structure, C18H34N3OPSiZr at a distorted geometry.

LUMO: 0.18 eV

Atoms and positions in Å:
Zr -0.0577 0.0956 0.1217
Si 0.0701 2.0847 -1.6399
P 2.4328 -0.2134 -1.2102
N 1.0788 0.6934 1.5942
H 0.3069 -2.7384 -2.4116
C 3.4358 -1.7291 -1.0135
H 4.3426 -1.6668 -1.6362
H 2.8608 -2.6148 -1.3148
H 3.7298 -1.8475 0.0385
C 2.5713 -0.0113 -3.0305
H 3.6266 -0.1212 -3.3180
H 2.2134 0.9763 -3.3427
H 1.9751 -0.7757 -3.5450
C 3.6485 1.0295 -0.6200
H 4.6008 0.8933 -1.1503
H 3.8007 0.8975 0.4575
H 3.2651 2.0404 -0.7906
C -0.8820 2.0289 -3.2483
H -1.8303 1.4875 -3.1212
H -0.2952 1.5343 -4.0332
H -1.1040 3.0587 -3.5673
H -0.7838 2.7903 -0.6353
H 1.3041 2.9043 -1.8519
C 1.5566 1.4542 2.5702
C 2.3058 1.7108 4.8791
C 1.9662 0.8850 3.8200
C 1.6293 2.8847 2.4113
C 1.9803 3.6801 3.4906
C 2.3042 3.1050 4.7280
H 2.5587 1.2519 5.8309
H 1.9362 -0.2050 3.8961
H 1.3442 3.3248 1.4484
H 1.9905 4.7630 3.3945
H 2.5615 3.7305 5.5811
C -0.6438 -2.3246 -2.2757
O -0.4893 -1.1223 -1.5546
C -1.5448 -3.2459 -1.4865
H -1.7091 -4.2135 -1.9666
H -2.5286 -2.8881 -1.1794
H -1.0626 -3.5057 -0.5438
C -0.9453 -2.1702 -3.7619
H -0.4325 -2.9727 -4.2955
H -0.4772 -1.2550 -4.1305
H -1.9932 -2.2085 -4.0593
C -5.5490 -0.5443 0.2911
C -4.2000 -0.6273 0.8713
C -3.7403 -0.9943 2.1329
C -2.3635 -0.8554 2.1294
N -1.9898 -0.3594 0.9201
N -3.1260 -0.2686 0.1649
C -1.3346 -1.1611 3.1438
H -6.0608 -1.5108 0.3666
H -6.1441 0.1972 0.8399
H -5.5043 -0.2502 -0.7632
H -4.3482 -1.3291 2.9716
H -3.0702 -0.0465 -0.8262
H -1.8003 -1.6606 4.0047
H -0.5488 -1.8221 2.7373
H -0.8372 -0.2426 3.4882

Atomic forces in eV per Å
Zr 3.760 -0.068 -1.584
Si 0.452 -0.064 0.560
P 0.215 0.392 0.332
N -1.987 -1.053 -2.324
H 1.889 -1.157 0.852
C 0.201 -0.371 0.024
H -0.222 -0.063 0.234
H 0.130 0.186 0.062
H -0.106 0.029 -0.257
C -0.046 -0.060 -0.072
H -0.261 0.057 -0.018
H 0.072 -0.176 0.078
H 0.109 0.155 0.125
C 0.026 -0.098 -0.071
H -0.134 0.112 0.129
H -0.079 0.029 -0.202
H 0.074 -0.181 0.030
C -0.252 0.267 -0.323
H 0.245 0.089 -0.123
H -0.196 0.065 0.139
H -0.015 -0.351 -0.078
H -0.369 0.630 0.079
H -0.209 0.131 0.032
C 0.853 0.989 1.292
C -0.043 0.259 -0.216
C -0.374 0.514 -0.741
C -0.054 -0.682 0.359
C 0.082 -0.343 0.302
C 0.072 -0.197 0.151
H 0.046 0.184 -0.020
H 0.070 0.335 0.105
H 0.110 -0.253 0.357
H 0.017 -0.123 -0.053
H -0.049 -0.065 -0.225
C -0.960 1.339 0.314
O -0.653 -0.101 0.406
C 0.074 -1.215 0.349
H -0.002 0.031 -0.292
H -0.012 0.569 -0.469
H 0.227 0.112 0.127
C -0.385 0.281 -0.434
H -0.185 -0.173 -0.024
H -0.215 0.123 0.089
H -0.136 0.245 0.110
C -0.709 -0.081 -0.090
C 0.524 0.065 0.249
C -0.838 -0.353 0.451
C 0.182 0.767 -1.495
N -1.802 -0.788 0.750
N 0.490 0.034 0.552
C 0.285 -0.160 0.718
H 0.055 0.221 -0.053
H 0.082 -0.171 -0.194
H -0.069 -0.060 0.212
H 0.181 0.071 -0.368
H 0.100 -0.074 0.361
H 0.171 0.154 -0.238
H -0.358 0.295 0.147
H -0.071 -0.250 -0.111

These are the natural (NBO) partial charges, in e, on atoms 1 to 5:
1 Zr 1.7126
2 Si 0.3996
3 P 0.9353
4 N -1.0412
5 H 0.1427

(3)
Density functional theory data (ωB97M-V/def2-TZVPD) for C18H34O3 in the gas phase at a distorted geometry.

SMILES: CCCCCCCCCCCCC(=O)CCCCC(=O)O
Relative energy (zero: lowest compared OMol25 entry of this formula, charge and spin): 1546.3 kJ/mol
LUMO: 0.43 eV

Atoms and positions in Å:
C -6.9635 -1.2967 -0.0286
C -5.8794 -0.3330 0.5244
C -4.6710 0.0347 -0.4002
C -3.8007 0.9118 0.2173
C -2.6475 1.0431 -0.8337
C -1.7486 2.1425 -0.0311
C -0.5901 2.3597 -0.8366
C 0.4797 3.5070 -0.5414
C 1.3561 2.9285 0.5712
C 2.5511 1.9671 0.0888
C 3.3261 1.6205 1.2205
C 4.4348 0.6818 0.5317
C 4.0803 -0.6415 -0.4665
O 4.3493 -0.3158 -1.4896
C 3.2169 -1.5907 0.1161
C 2.3323 -2.3310 -0.6922
C 1.5277 -3.5018 -0.1790
C 0.6768 -2.9008 0.7633
C -0.2952 -1.8064 0.4547
O -1.1607 -1.9212 -0.6017
O -0.0673 -0.6125 1.1072
H -7.6742 -1.4162 0.4448
H -7.3214 -0.9798 -0.9546
H -6.4108 -2.3161 -0.2014
H -5.6613 -0.6824 1.4329
H -6.5190 0.6630 0.6863
H -4.2769 -0.9011 -0.6707
H -5.3114 0.3970 -1.2834
H -4.2972 1.7714 0.4965
H -3.3606 0.4039 1.2356
H -3.1510 1.6725 -1.7026
H -2.0107 0.2127 -0.9129
H -2.3155 3.1314 0.1173
H -1.4013 1.7398 0.9238
H 0.0859 1.4700 -1.0725
H -1.0179 2.9553 -1.7091
H -0.0731 4.3750 0.0112
H 1.0153 3.9998 -1.1284
H 1.9022 3.7335 1.0409
H 0.8150 2.3532 1.6505
H 3.1028 2.5314 -0.5779
H 2.1153 1.4025 -0.4451
H 3.8364 2.2687 1.8265
H 2.7437 0.6821 1.8391
H 5.0741 0.1982 1.4020
H 5.2087 1.2160 -0.0127
H 2.5031 -1.1962 1.1287
H 3.9518 -2.3138 0.7950
H 1.7821 -1.7391 -1.2562
H 3.1148 -2.5246 -1.6150
H 1.0854 -3.8709 -1.0918
H 2.2296 -4.4000 0.1570
H -0.1567 -3.7914 1.2292
H 1.0913 -2.5380 1.4933
H -0.4863 0.1439 0.6580

Atomic forces in eV per Å
C 14.802 -0.124 -7.960
C -3.776 3.210 -3.170
C -7.663 -3.169 -0.895
C 5.082 -2.060 1.372
C -1.459 6.562 3.174
C -1.492 -0.328 0.226
C 3.743 3.926 -4.803
C -6.466 -4.015 10.147
C 1.058 -1.115 2.611
C 0.032 10.666 6.586
C 0.465 -9.314 -0.402
C 2.276 -2.658 3.641
C -2.072 5.405 11.055
O 2.538 0.171 -11.891
C -0.444 -2.408 8.505
C 4.804 -4.147 -3.850
C 4.038 -1.808 -3.188
C -10.326 -5.236 -1.500
C -3.937 0.973 -7.730
O 4.729 1.062 6.520
O -0.106 -2.050 -0.629
H -12.103 -2.078 9.166
H -0.273 0.595 -1.958
H -1.264 1.525 0.187
H 1.500 -1.152 3.720
H 1.556 -1.598 0.007
H 1.056 -1.149 -0.662
H 1.696 0.047 0.638
H -0.507 2.313 0.472
H -0.964 1.189 -2.265
H 1.614 -2.037 1.091
H 0.029 -1.434 -1.064
H 0.719 -1.586 0.026
H -0.744 0.033 0.535
H -1.524 0.745 -0.219
H 0.372 -2.051 -0.335
H 0.365 -1.307 -0.942
H 4.418 3.172 -6.321
H 0.034 0.489 0.448
H 1.056 1.615 -3.591
H 1.468 1.602 -1.433
H -5.104 -9.194 -6.445
H 0.575 2.009 1.408
H 1.216 3.153 -0.912
H -1.052 0.893 -1.165
H -0.334 0.330 -0.417
H 2.558 -0.026 -2.829
H -1.557 1.443 -1.726
H -3.414 3.134 -2.085
H -1.827 -0.919 1.662
H -0.843 -0.338 0.096
H -1.592 2.059 -0.011
H 2.350 2.427 -1.020
H 5.025 3.026 8.132
H -0.331 -0.469 -0.006

These are the natural (NBO) partial charges, in e, on atoms 1 to 5:
1 C -0.5273
2 C -0.3506
3 C -0.4032
4 C -0.3903
5 C -0.3906

(4)
Density functional theory data (ωB97M-V/def2-TZVPD) for C18H34O3 in the gas phase.

SMILES: CCCCCCCC/C=C\CCCCCC[C@@H](O)C(=O)O
Relative energy (zero: lowest compared OMol25 entry of this formula, charge and spin): 92.7 kJ/mol
LUMO: 0.56 eV

Atoms and positions in Å:
C 3.3824 -0.8769 -2.9860
C 2.9753 0.5253 -3.4246
C 1.9117 1.1528 -2.5230
C 2.4251 1.4976 -1.1270
C 1.3419 2.1516 -0.2724
C 1.8761 2.5704 1.0958
C 0.8319 3.2827 1.9570
C -0.1867 2.3182 2.5728
C 0.4550 1.4244 3.5872
C 0.4254 0.1005 3.6210
C -0.2866 -0.7922 2.6515
C -1.7226 -1.0732 3.1158
C -2.5313 -1.8267 2.0588
C -3.0240 -0.8999 0.9477
C -3.5809 -1.6506 -0.2619
C -2.5127 -2.3346 -1.1168
C -1.5302 -1.3400 -1.7768
O -0.5887 -0.8124 -0.8836
C -0.8028 -2.0843 -2.8812
O 0.3306 -2.4756 -2.7636
O -1.5455 -2.2938 -3.9638
H 2.5119 -1.5262 -2.9320
H 4.0865 -1.3047 -3.6966
H 3.8599 -0.8564 -2.0099
H 2.5819 0.4736 -4.4434
H 3.8565 1.1717 -3.4453
H 1.5477 2.0691 -2.9960
H 1.0651 0.4698 -2.4346
H 3.2780 2.1761 -1.2156
H 2.7708 0.5931 -0.6244
H 0.5156 1.4487 -0.1578
H 0.9592 3.0346 -0.7914
H 2.2398 1.6911 1.6322
H 2.7259 3.2417 0.9446
H 0.3081 4.0239 1.3488
H 1.3392 3.8165 2.7649
H -0.6690 1.7381 1.7887
H -0.9618 2.9063 3.0755
H 0.9964 1.9543 4.3624
H 0.9221 -0.4094 4.4373
H -0.3064 -0.3392 1.6611
H 0.2496 -1.7410 2.5728
H -2.2177 -0.1274 3.3461
H -1.6861 -1.6587 4.0375
H -1.9057 -2.6167 1.6403
H -3.3940 -2.3057 2.5292
H -2.2099 -0.2600 0.6140
H -3.8079 -0.2559 1.3532
H -4.2865 -2.4129 0.0783
H -4.1307 -0.9495 -0.8942
H -3.0083 -2.8964 -1.9110
H -1.9334 -3.0346 -0.5125
H -2.0919 -0.5037 -2.2073
H 0.1992 -1.3778 -0.9119
H -1.0476 -2.7957 -4.6300

Atomic forces in eV per Å
C 0.007 0.193 -0.113
C -0.187 -0.083 0.061
C 0.379 0.040 -0.039
C -0.473 0.045 -0.173
C 0.420 -0.070 0.200
C -0.256 0.219 -0.109
C 0.091 -0.181 -0.042
C 0.095 0.146 0.045
C -0.044 0.122 -0.008
C 0.129 -0.202 0.008
C -0.195 0.169 0.170
C 0.059 -0.284 -0.216
C -0.028 0.294 0.076
C -0.120 -0.198 0.000
C 0.223 0.044 0.044
C -0.088 0.351 -0.060
C -0.279 -0.409 -0.114
O 0.238 0.010 0.198
C 0.347 0.093 0.144
O 0.027 -0.057 0.021
O -0.458 0.018 -0.406
H -0.030 -0.092 0.023
H 0.087 -0.107 -0.007
H 0.078 -0.068 0.123
H 0.071 0.048 -0.039
H 0.009 0.062 -0.087
H -0.090 0.021 0.020
H -0.111 0.001 -0.017
H 0.099 -0.015 0.031
H 0.117 -0.046 0.063
H -0.133 0.000 -0.041
H -0.085 0.030 -0.035
H 0.114 -0.024 0.015
H 0.072 -0.052 0.014
H 0.019 0.084 0.022
H -0.055 0.075 0.025
H -0.136 -0.035 -0.055
H -0.064 -0.043 -0.063
H 0.073 -0.012 0.160
H 0.091 0.038 0.140
H 0.018 -0.040 -0.102
H -0.005 -0.016 -0.096
H -0.015 0.041 0.071
H -0.013 0.080 0.076
H 0.017 -0.128 -0.012
H -0.010 -0.083 -0.056
H -0.009 0.136 0.076
H 0.014 0.053 0.036
H -0.098 0.028 -0.024
H -0.096 -0.040 -0.049
H 0.021 -0.076 0.017
H 0.081 -0.076 -0.078
H 0.051 -0.088 -0.024
H -0.073 0.019 -0.098
H 0.107 0.063 0.283

These are the natural (NBO) partial charges, in e, on atoms 1 to 5:
1 C -0.6168
2 C -0.3865
3 C -0.3929
4 C -0.3901
5 C -0.3976